P) 9
Properties=species:S:1:pos:R:3:lowdin_charge:R:1 method="wB97M-V/def2-TZVPD" e_lumo_ev="-3.75 / -3.75" total_charge=0 homo_energy_ha="-0.301 / -0.299" gap_ha="0.163 / 0.161"
C -0.85 -1.73 2.32 -0.007
C -0.88 -2.92 2.01 -0.779
C 0.53 0.37 -0.64 -0.471
S -0.70 -4.47 1.58 0.678
S 0.52 0.81 1.14 0.588
H -1.18 -0.80 2.67 -0.026
H 0.59 -0.61 -0.62 -0.056
H 1.41 0.97 -0.99 0.042
H -0.46 0.77 -0.95 0.030

Q) 9
Properties=species:S:1:pos:R:3:lowdin_charge:R:1 method="wB97M-V/def2-TZVPD" e_lumo_ev=-0.02 total_charge=0 smiles=C#CC(S)S homo_energy_ha=-0.345 gap_ha=0.344
C 1.02 -2.01 0.09 0.164
C 0.52 -0.94 0.17 -0.325
C 0.00 0.29 0.43 -0.891
S -2.00 0.36 -0.25 0.599
S 0.92 1.69 -0.21 0.737
H 1.51 -2.91 0.07 0.023
H -0.26 0.53 1.53 0.095
H -1.55 0.63 -1.45 -0.205
H -0.16 2.35 -0.39 -0.197

Here are the energies relative to the best structure, in kcal/mol: P) 64.1; Q) 0.0.

P) 13
Properties=species:S:1:pos:R:3:lowdin_charge:R:1 method="wB97M-V/def2-TZVPD" e_lumo_ev="-0.40 / 0.01" total_charge=0 homo_energy_ha="-0.350 / -0.355" gap_ha="0.336 / 0.356"
C 0.11 0.60 -0.85 -0.651
N -0.02 -0.65 1.15 0.086
N -2.30 -1.04 1.01 0.082
N 0.93 1.47 -0.12 0.119
N 1.02 -0.27 -1.48 0.122
O -1.11 0.84 -0.94 -0.017
O -1.17 -1.20 1.56 -0.203
H 0.53 -0.96 1.92 0.053
H -2.34 -0.46 0.08 0.094
H 1.85 1.36 0.18 0.076
H 0.34 1.98 0.45 0.065
H 0.50 -0.92 -2.06 0.090
H 1.68 -0.75 -0.90 0.082

Q) 13
Properties=species:S:1:pos:R:3:lowdin_charge:R:1 method="wB97M-V/def2-TZVPD" e_lumo_ev=0.77 total_charge=0 smiles="NNC/[N+]([O-])=N/O" homo_energy_ha=-0.322 gap_ha=0.350
C -0.68 -0.75 0.54 -0.076
N 1.90 0.39 0.82 -0.050
N -1.54 0.25 0.49 -0.128
N 1.04 -0.33 0.12 -0.254
N -1.96 0.86 -0.71 0.064
O 1.32 -0.88 -0.98 -0.140
O 3.09 0.70 0.27 -0.051
H -0.63 -1.10 1.56 0.116
H -1.44 0.75 1.32 0.115
H -0.82 -1.49 -0.32 0.142
H -2.21 0.08 -1.26 0.066
H -1.20 1.29 -1.20 0.074
H 3.12 0.24 -0.65 0.121

Here are the energies relative to the best structure, in kcal/mol: P) 0.0; Q) 8.8.

P) 68
Properties=species:S:1:pos:R:3:lowdin_charge:R:1 method="wB97M-V/def2-TZVPD" e_lumo_ev=0.68 total_charge=0 smiles="CCOC(=O)N1CCC(NC(=O)[C@H](NC(=O)[C@H]2CC[C@@H](C)CC2)[C@@H](C)CC)CC1" homo_energy_ha=-0.331 gap_ha=0.356
C -0.80 7.52 -0.94 -0.067
C 0.34 6.71 -0.36 -0.231
H 1.30 7.04 -0.76 0.127
H 0.38 6.80 0.73 0.127
O 0.13 5.34 -0.71 -0.014
C 1.07 4.48 -0.25 -0.539
O 2.04 4.84 0.39 0.088
N 0.80 3.20 -0.57 -0.028
C -0.29 2.77 -1.42 -0.124
H -0.84 1.99 -0.89 0.117
C 0.25 2.25 -2.75 -0.104
H 0.72 3.08 -3.29 0.124
H -0.58 1.87 -3.36 0.120
C 1.29 1.15 -2.54 -0.296
N 0.64 -0.04 -2.03 0.121
C 1.24 -1.24 -1.99 -0.443
O 2.33 -1.48 -2.47 0.078
C 0.41 -2.27 -1.21 -0.194
N 0.61 -1.97 0.20 0.131
C -0.09 -1.02 0.86 -0.449
O -0.94 -0.35 0.29 0.040
C 0.28 -0.86 2.32 -0.233
C -0.50 0.28 2.98 -0.143
C -1.98 -0.05 3.13 -0.167
C -2.18 -1.35 3.91 -0.388
C -3.67 -1.68 4.03 -0.073
H -4.20 -0.88 4.54 0.076
H -4.11 -1.81 3.04 0.081
H -3.81 -2.60 4.59 0.075
C -1.43 -2.48 3.20 -0.164
C 0.06 -2.16 3.11 -0.150
H 0.59 -2.99 2.65 0.100
H 0.46 -2.03 4.12 0.123
H -1.84 -2.62 2.20 0.124
H -1.57 -3.42 3.75 0.118
H -1.77 -1.23 4.91 0.143
H -2.42 -0.15 2.14 0.112
H -2.48 0.77 3.65 0.119
H -0.39 1.19 2.38 0.112
H -0.06 0.48 3.96 0.122
H 1.35 -0.62 2.34 0.151
H 1.40 -2.41 0.65 0.154
H -0.65 -2.11 -1.42 0.162
C 0.79 -3.72 -1.52 -0.336
C 0.01 -4.68 -0.62 -0.050
H 0.36 -5.70 -0.76 0.073
H -1.05 -4.64 -0.86 0.090
H 0.13 -4.43 0.43 0.061
C 0.52 -4.00 -3.01 -0.223
C 1.03 -5.37 -3.46 -0.097
H 2.09 -5.48 -3.22 0.079
H 0.48 -6.18 -2.98 0.063
H 0.90 -5.47 -4.53 0.071
H 1.03 -3.24 -3.60 0.105
H -0.55 -3.93 -3.20 0.119
H 1.87 -3.83 -1.34 0.146
H -0.19 0.08 -1.47 0.101
C 2.38 1.64 -1.57 -0.097
H 2.94 2.45 -2.05 0.126
C 1.76 2.16 -0.27 -0.120
H 1.25 1.35 0.26 0.112
H 2.52 2.59 0.38 0.126
H 3.07 0.82 -1.36 0.115
H 1.76 0.88 -3.49 0.149
H -0.96 3.61 -1.58 0.125
H -0.67 8.57 -0.69 0.076
H -0.83 7.42 -2.02 0.075
H -1.75 7.18 -0.54 0.076

Q) 68
Properties=species:S:1:pos:R:3:lowdin_charge:R:1 method="wB97M-V/def2-TZVPD" e_lumo_ev=0.65 total_charge=0 smiles="CCOC(=O)N1CCC(NC(=O)[C@H](NC(=O)[C@H]2CC[C@@H](C)CC2)[C@@H](C)CC)CC1" homo_energy_ha=-0.342 gap_ha=0.366
C 5.94 -5.81 2.44 -0.062
C 4.42 -5.80 2.35 -0.221
H 4.09 -6.41 1.50 0.121
H 3.96 -6.16 3.27 0.122
O 3.91 -4.48 2.18 -0.015
C 3.94 -3.99 0.92 -0.537
O 4.30 -4.63 -0.04 0.090
N 3.55 -2.69 0.86 -0.040
C 2.98 -1.96 1.97 -0.131
H 3.17 -2.52 2.89 0.124
C 1.48 -1.75 1.76 -0.108
H 1.08 -1.15 2.57 0.121
H 0.98 -2.72 1.75 0.126
C 1.25 -1.04 0.42 -0.312
N -0.16 -0.84 0.18 0.116
C -0.74 0.38 0.16 -0.428
O -0.12 1.42 0.30 0.059
C -2.25 0.37 -0.08 -0.191
N -2.57 1.61 -0.75 0.129
C -3.25 1.64 -1.92 -0.453
O -3.80 0.66 -2.38 0.063
C -3.30 2.98 -2.65 -0.224
C -3.48 4.24 -1.79 -0.141
C -2.22 4.79 -1.12 -0.173
C -1.05 4.89 -2.10 -0.384
C 0.21 5.35 -1.37 -0.068
H 0.51 4.61 -0.62 0.080
H 1.04 5.47 -2.07 0.076
H 0.05 6.30 -0.87 0.076
C -0.81 3.55 -2.78 -0.166
C -2.06 3.11 -3.55 -0.139
H -1.88 2.15 -4.05 0.121
H -2.27 3.85 -4.32 0.120
H -0.54 2.80 -2.04 0.104
H 0.02 3.63 -3.48 0.118
H -1.30 5.63 -2.87 0.143
H -1.91 4.19 -0.27 0.101
H -2.45 5.78 -0.73 0.119
H -4.24 4.05 -1.03 0.109
H -3.87 5.02 -2.45 0.119
H -4.17 2.89 -3.30 0.145
H -2.00 2.39 -0.48 0.099
H -2.53 -0.44 -0.75 0.152
C -3.05 0.23 1.24 -0.308
C -2.78 -1.12 1.90 -0.064
H -3.45 -1.26 2.74 0.082
H -1.75 -1.18 2.27 0.069
H -2.95 -1.94 1.19 0.080
C -2.77 1.39 2.21 -0.208
C -3.80 2.51 2.10 -0.092
H -3.54 3.33 2.76 0.073
H -3.85 2.89 1.08 0.046
H -4.79 2.15 2.38 0.076
H -1.77 1.79 2.04 0.103
H -2.79 1.00 3.24 0.109
H -4.11 0.26 0.95 0.146
H -0.73 -1.66 0.03 0.146
C 1.89 -1.84 -0.71 -0.105
H 1.77 -1.31 -1.66 0.123
C 3.37 -2.06 -0.42 -0.129
H 3.83 -2.70 -1.18 0.125
H 3.90 -1.09 -0.41 0.133
H 1.39 -2.81 -0.79 0.126
H 1.69 -0.03 0.46 0.151
H 3.49 -0.99 2.03 0.133
H 6.37 -5.46 1.51 0.075
H 6.27 -5.16 3.25 0.077
H 6.28 -6.82 2.63 0.077

Here are the energies relative to the best structure, in kcal/mol: P) 0.0; Q) 6.6.

P) 11
Properties=species:S:1:pos:R:3:lowdin_charge:R:1 method="wB97M-V/def2-TZVPD" e_lumo_ev=0.63 total_charge=0 smiles=BrPC1CC1 homo_energy_ha=-0.340 gap_ha=0.363
C -0.05 -1.05 -0.32 -0.191
C 0.85 0.15 -0.59 -0.128
C -0.42 0.29 0.32 -0.625
P -1.93 1.28 -0.04 0.433
Br -3.49 -0.25 -0.01 0.171
H -0.63 -1.15 -1.20 0.058
H 0.02 -2.03 0.08 0.086
H 1.79 0.11 -0.05 0.098
H 0.64 0.59 -1.52 0.070
H -0.11 0.32 1.37 0.084
H -2.05 1.64 1.44 -0.058

Q) 11
Properties=species:S:1:pos:R:3:lowdin_charge:R:1 method="wB97M-V/def2-TZVPD" e_lumo_ev="-1.28 / -1.15" total_charge=0 homo_energy_ha="-0.249 / -0.252" gap_ha="0.202 / 0.210"
C -0.13 -0.85 0.27 -0.244
C 0.67 0.06 1.07 -0.152
C -1.17 -0.51 -0.68 -0.150
P 0.53 -3.47 0.58 0.128
Br -0.95 -3.98 -0.99 -0.069
H 0.45 0.98 0.65 0.021
H 0.57 0.17 2.20 0.124
H 1.82 0.00 0.83 0.132
H -0.99 0.53 -1.12 0.112
H -2.07 -0.38 -0.23 0.064
H -1.04 -1.28 -1.47 0.033

Here are the energies relative to the best structure, in kcal/mol: P) 0.0; Q) 96.0.

P) 24
Properties=species:S:1:pos:R:3:lowdin_charge:R:1 method="wB97M-V/def2-TZVPD" e_lumo_ev=0.61 total_charge=0 smiles="CCCCNC(C)=O.O" homo_energy_ha=-0.340 gap_ha=0.363
O -2.13 -0.53 -2.39 0.031
C -0.95 -0.31 -2.10 -0.556
N -0.70 0.71 -1.24 0.029
C 0.38 0.93 -0.28 -0.137
C 0.30 0.03 1.11 -0.147
C -0.55 0.74 2.12 -0.347
C -1.96 0.50 1.93 -0.146
C 0.20 -1.08 -2.58 -0.012
H -1.43 1.38 -1.17 0.116
H 0.24 2.01 -0.04 0.124
H 1.23 0.76 -0.88 0.075
H 1.32 -0.14 1.46 0.084
H -0.15 -0.90 0.82 0.101
H -0.30 1.88 2.18 0.139
H -0.11 0.66 3.13 0.107
H -2.40 0.99 0.97 0.108
H -2.47 0.90 2.88 0.100
H -2.40 -0.49 1.95 0.069
H -0.04 -2.18 -2.80 0.122
H 1.12 -1.15 -1.95 0.076
H 0.55 -0.61 -3.49 0.083
H 3.12 -0.74 0.56 0.017
H 3.50 -1.85 -0.50 -0.036
O 3.62 -1.52 0.32 0.001

Q) 24
Properties=species:S:1:pos:R:3:lowdin_charge:R:1 method="wB97M-V/def2-TZVPD" e_lumo_ev="0.51 / -0.98" total_charge=0 homo_energy_ha="-0.335 / -0.283" gap_ha="0.354 / 0.247"
C 0.90 -1.35 0.16 -0.449
C 1.28 0.79 -1.23 -0.019
C 0.91 0.31 0.17 -0.531
N 0.61 -1.77 1.50 0.076
C 1.78 0.73 1.25 0.113
O 0.09 -1.85 -0.82 -0.056
H -0.93 -1.44 -0.77 0.057
H 1.94 -1.62 -0.09 0.150
H -0.26 -1.37 1.83 0.079
H 0.65 -2.78 1.59 0.082
H 1.31 1.88 -1.28 0.081
H 0.57 0.40 -1.96 0.085
H 2.27 0.42 -1.48 0.092
H 2.61 0.12 1.58 0.064
H 1.53 1.59 1.84 0.064
C -2.45 -0.88 -0.84 0.078
C -0.96 1.91 0.22 -0.103
O -0.45 0.63 0.55 -0.199
H -1.05 2.05 -0.86 0.081
H -2.82 -0.66 0.15 0.024
H -2.41 -0.02 -1.50 0.021
H -2.85 -1.79 -1.28 0.028
H -0.33 2.71 0.63 0.091
H -1.95 1.97 0.66 0.090

R) 24
Properties=species:S:1:pos:R:3:lowdin_charge:R:1 method="wB97M-V/def2-TZVPD" e_lumo_ev=0.83 total_charge=0 smiles="CCC(=O)N(C)CC.O" homo_energy_ha=-0.340 gap_ha=0.370
O 1.91 2.20 -0.34 0.041
C 0.71 2.36 -0.28 -0.523
N 0.20 3.40 0.38 -0.107
C 1.04 4.55 0.70 -0.039
C 0.00 0.00 0.00 -0.085
C -2.03 4.31 -0.27 -0.089
C -0.18 1.25 -0.90 -0.147
C -1.23 3.57 0.78 -0.214
H 0.87 5.32 -0.07 0.091
H 2.12 4.31 0.73 0.090
H 0.75 4.96 1.69 0.089
H -0.46 0.24 0.97 0.074
H 0.99 -0.46 0.18 0.084
H -0.64 -0.73 -0.52 0.069
H -2.24 3.56 -1.06 0.068
H -1.50 5.16 -0.72 0.080
H -2.99 4.66 0.15 0.081
H -1.22 1.62 -0.99 0.089
H 0.25 1.19 -1.92 0.122
H -1.71 2.59 0.98 0.118
H -1.20 4.14 1.72 0.114
O 5.77 3.78 -1.18 -0.091
H 4.85 3.42 -1.16 0.039
H 6.25 3.26 -0.50 0.046

Here are the energies relative to the best structure, in kcal/mol: P) 27.3; Q) 109.8; R) 0.0.

P) 24
Properties=species:S:1:pos:R:3:lowdin_charge:R:1 method="wB97M-V/def2-TZVPD" e_lumo_ev=0.61 total_charge=0 homo_energy_ha=-0.262 gap_ha=0.284
C 1.98 0.32 1.74 -0.236
C 1.47 -0.54 -0.96 0.090
O 1.00 -0.30 0.98 -0.340
H 1.76 1.39 1.89 0.067
H 2.96 0.28 1.24 0.071
H 2.12 -0.14 2.73 0.067
H 1.18 -1.12 -1.85 0.039
H 2.30 -1.07 -0.49 0.048
H 1.72 0.49 -1.19 0.063
C -1.31 -1.51 -1.21 -0.039
C -1.62 0.06 1.36 -0.024
C -0.67 -0.17 -1.01 -0.438
C -0.87 0.58 0.17 -0.322
N -0.67 1.91 0.13 0.172
O -0.65 0.64 -2.17 -0.032
H -0.01 0.25 -2.79 0.090
H -0.59 2.43 0.99 0.109
H -0.24 2.30 -0.69 0.108
H -0.84 -2.02 -2.06 0.077
H -1.19 -2.14 -0.34 0.084
H -2.38 -1.42 -1.45 0.089
H -1.35 0.60 2.26 0.086
H -2.70 0.19 1.19 0.096
H -1.41 -1.00 1.52 0.078

Q) 24
Properties=species:S:1:pos:R:3:lowdin_charge:R:1 method="wB97M-V/def2-TZVPD" e_lumo_ev=0.71 total_charge=0 smiles=C[C@H](O)[C@H](O)C(C)(C)N homo_energy_ha=-0.333 gap_ha=0.359
C 1.06 -0.26 -0.11 -0.575
C 0.05 0.53 0.78 -0.293
C -1.41 0.70 0.28 -0.373
C 1.49 0.55 -1.34 -0.035
C 0.48 -1.60 -0.56 -0.039
C -2.35 -0.40 0.75 -0.038
N 2.27 -0.53 0.66 0.065
O 0.59 1.79 1.12 -0.026
O -1.44 0.84 -1.13 -0.042
H 0.62 2.31 0.31 0.092
H -2.36 0.87 -1.41 0.100
H -0.01 0.00 1.74 0.149
H -1.75 1.65 0.74 0.146
H 2.06 -1.16 1.43 0.077
H 2.61 0.33 1.05 0.078
H 1.27 -2.18 -1.04 0.085
H 0.63 0.84 -1.93 0.072
H 2.15 -0.07 -1.94 0.086
H 2.05 1.43 -1.04 0.079
H -0.33 -1.45 -1.27 0.079
H 0.12 -2.17 0.29 0.081
H -2.08 -1.36 0.32 0.068
H -3.37 -0.17 0.46 0.079
H -2.32 -0.49 1.84 0.084

R) 24
Properties=species:S:1:pos:R:3:lowdin_charge:R:1 method="wB97M-V/def2-TZVPD" e_lumo_ev=0.07 total_charge=0 homo_energy_ha=-0.343 gap_ha=0.345
C 1.08 0.90 0.51 -0.081
C -2.04 1.87 2.18 0.021
C -1.08 1.74 1.03 -0.549
O 0.13 1.34 1.47 -0.078
O -1.32 1.98 -0.12 0.089
H 1.41 -0.05 -1.25 -0.008
H 2.06 1.05 0.94 0.091
H 1.00 1.58 -0.35 0.090
H -3.06 1.95 1.81 0.087
H -1.95 1.00 2.84 0.085
H -1.80 2.76 2.76 0.091
C -1.08 -1.18 -1.45 -0.142
C 2.22 -0.68 -1.78 -0.064
C 0.14 -1.92 0.40 -0.138
N 0.00 -1.96 -0.92 -0.102
H 0.79 -0.47 0.58 0.131
H -1.25 -1.46 -2.50 0.079
H -0.86 -0.10 -1.39 0.072
H -2.01 -1.31 -0.87 0.086
H 3.03 0.03 -1.69 0.022
H 2.46 -1.58 -1.22 0.019
H 2.02 -0.99 -2.80 0.028
H -0.76 -1.87 1.03 0.093
H 0.86 -2.63 0.80 0.079

Here are the energies relative to the best structure, in kcal/mol: P) 108.5; Q) 0.0; R) 83.9.